{"formula": "C30H60F3GeN10O3SSiV", "method": "the ωB97M-V functional and the def2-TZVPD basis", "species": ["C", "H", "C", "H", "N", "H", "O", "H", "H", "H", "H", "H", "C", "C", "H", "H", "H", "C", "H", "C", "H", "H", "H", "C", "N", "C", "C", "H", "H", "H", "H", "H", "N", "C", "H", "H", "C", "H", "H", "H", "H", "Ge", "C", "H", "H", "N", "H", "C", "H", "H", "H", "V", "H", "C", "H", "C", "N", "H", "H", "N", "N", "H", "H", "C", "H", "C", "C", "H", "H", "C", "C", "H", "Si", "H", "C", "N", "H", "H", "H", "H", "H", "F", "O", "O", "H", "H", "H", "C", "H", "C", "C", "C", "C", "F", "S", "H", "H", "C", "C", "H", "H", "F", "N", "N", "H", "H", "H", "C", "H", "C"], "coordinates": [[-2.273, 0.815, 3.818], [5.879, 0.419, 0.902], [3.196, 3.280, 1.569], [0.750, 3.030, -0.740], [-1.594, 1.125, -1.047], [0.840, -2.463, 3.683], [-0.121, -1.007, -2.015], [-0.711, 1.622, -3.625], [-2.879, 3.472, -3.210], [0.528, 3.039, 1.018], [-0.801, 6.410, -3.317], [-1.734, 4.059, -5.500], [-0.609, 5.575, -2.642], [0.655, -2.768, -4.136], [-0.720, -2.664, 6.640], [2.455, 4.370, -2.811], [-1.823, -0.429, -4.452], [1.085, -5.011, 0.885], [-0.391, 5.139, -5.910], [-0.649, 4.167, -5.486], [-1.538, 5.334, -2.124], [-1.704, -4.401, -2.768], [2.300, 4.963, -4.477], [2.947, 1.722, -0.126], [2.516, 2.944, 0.339], [-1.419, -3.599, -2.081], [4.875, 0.246, 0.515], [0.503, 1.923, -2.389], [3.566, -1.742, -0.509], [4.985, -0.244, -0.445], [-1.307, 3.185, -1.078], [4.745, 1.974, 2.372], [-2.016, -2.243, 5.046], [2.472, -4.389, -1.012], [-2.280, -2.069, -4.945], [5.343, 3.134, 1.174], [-1.052, -1.222, 4.653], [-2.300, -3.294, -1.512], [0.271, 1.287, 4.699], [-1.230, -4.099, 5.740], [-0.693, -3.998, -1.373], [0.060, 4.033, -3.661], [-2.860, 2.679, -2.470], [1.114, -1.076, 2.597], [2.480, -2.197, -1.823], [4.228, 1.530, 0.379], [3.366, 4.357, 1.634], [0.458, -4.291, 2.062], [2.000, -0.183, -2.534], [0.227, -3.235, -5.027], [-3.007, -1.322, -3.507], [-0.112, -0.012, -0.417], [-0.222, 3.390, -6.121], [-3.963, 1.966, -2.214], [0.123, 5.895, -1.900], [-0.412, 2.319, -2.838], [-1.510, 0.123, 4.850], [-0.048, 0.526, 6.274], [1.149, 4.493, 0.179], [0.538, -2.890, 1.674], [2.241, 1.029, -0.938], [1.722, -5.841, 1.196], [3.690, -0.006, -2.134], [-2.084, -1.424, -4.083], [-0.572, -4.597, 2.250], [-5.186, 0.094, -1.013], [-3.955, 0.842, -1.311], [1.741, -4.433, -1.823], [-2.793, 1.675, 4.251], [-0.513, 1.014, 5.420], [1.350, -2.724, 0.561], [-3.567, -1.113, 5.985], [-0.721, -2.124, -3.010], [-3.794, -1.431, 4.263], [-2.726, 0.452, -0.820], [1.571, -1.582, 0.011], [-1.529, -2.247, 2.917], [1.034, -4.455, 2.979], [0.334, -5.394, 0.185], [-3.027, 0.166, 3.374], [2.432, 3.227, -4.153], [-6.277, 0.675, -1.579], [0.967, 1.044, 2.102], [0.358, 0.732, 0.951], [3.301, -3.756, -1.310], [2.867, -5.394, -0.859], [1.314, -1.961, -4.466], [-3.411, -1.857, 5.190], [-4.019, -2.737, 5.413], [1.154, 3.400, 0.197], [-1.561, -3.121, 6.115], [2.014, 4.167, -3.788], [0.501, -1.957, 2.778], [-5.476, -0.013, 0.311], [-2.368, -0.985, 0.131], [2.602, 2.964, 2.434], [-1.000, 1.936, 5.761], [4.498, 2.494, 1.443], [-1.541, 2.383, -1.798], [4.345, -0.419, 1.208], [-4.884, 2.205, -2.732], [-5.199, -1.196, -1.464], [-0.866, -1.498, 3.124], [1.889, -3.970, 0.252], [-1.637, 1.200, 3.004], [1.277, -3.520, -3.639], [-2.361, -3.311, 6.839], [2.689, -0.121, -1.693], [-1.125, -0.722, 2.507], [2.622, -1.493, -0.999]], "lowdin_charge": [-0.1076, 0.0879, -0.1381, 0.0442, -0.1183, 0.1146, -0.4480, 0.0718, 0.0817, 0.0854, 0.0122, 0.0097, -0.2089, -0.1639, 0.0611, 0.0091, 0.0223, -0.1405, 0.0101, -0.2277, 0.0105, 0.0306, 0.0097, -0.3433, -0.0908, -0.1677, -0.0570, 0.0289, 0.0927, 0.0650, 0.1142, 0.1175, -0.2565, -0.0543, 0.0247, 0.1141, -0.2898, -0.0055, 0.0653, 0.0574, -0.0018, 0.8149, -0.0765, 0.1105, 0.0811, -0.0735, 0.1176, -0.1176, 0.0814, 0.0231, 0.0276, 0.8366, 0.0142, -0.0532, 0.0070, -0.2440, -0.2458, 0.0645, 0.0910, -0.0216, 0.0765, 0.1198, 0.1139, -0.1462, 0.1249, -0.5918, -0.1816, 0.0730, 0.0812, -0.1207, -0.3200, 0.0785, 0.2683, 0.0616, -0.6545, 0.0721, 0.1336, 0.1215, 0.1165, 0.0609, 0.0149, 0.0905, -0.2317, -0.4696, 0.0718, 0.0904, 0.0255, -0.1198, 0.0693, -0.0451, -0.1277, -0.2198, -0.1201, 0.0894, 0.7222, 0.1150, 0.0690, -0.1280, -0.3919, 0.0979, 0.1059, 0.0785, 0.0823, -0.0648, 0.0740, -0.0027, 0.0618, -0.2187, 0.0521, -0.2162], "orbital_gap_ev": [5.891, 5.894], "total_charge": -1, "e_homo_ev": [-3.7, -3.7], "spin_multiplicity": 2}